1.
Computed, not measured: the molecule C14H15BrN2O3S, with ωB97M-V/def2-TZVPD.

## Properties
gap between HOMO and LUMO = 8.87 eV
LUMO energy = 0.204 eV
SMILES string = CCCN1C(=O)S[C@H](CC(=O)Nc2ccc(Br)cc2)C1=O
HOMO energy = -8.6659 eV
ΔE to the lowest compared entry with this formula, charge and spin = 0.000 eV

Cartesian coordinates (Å):
C1 -0.621 2.312 0.037
C2 0.753 2.485 0.671
C3 1.889 2.328 -0.341
N1 2.115 0.929 -0.680
C4 1.530 0.369 -1.784
O1 0.827 0.912 -2.580
S1 2.022 -1.345 -1.909
C5 2.894 -1.303 -0.313
C6 2.176 -2.106 0.783
C7 0.817 -1.475 1.084
O2 0.670 -0.661 1.965
N2 -0.161 -1.889 0.234
C8 -1.474 -1.413 0.141
C9 -2.082 -0.684 1.160
C10 -3.380 -0.235 1.005
C11 -4.068 -0.514 -0.162
Br1 -5.855 0.108 -0.371
C12 -3.478 -1.242 -1.183
C13 -2.182 -1.691 -1.027
C14 2.946 0.161 0.100
O3 3.618 0.582 0.999
H1 -0.772 3.042 -0.755
H2 -0.736 1.320 -0.391
H3 -1.397 2.447 0.786
H4 0.829 3.483 1.106
H5 0.889 1.756 1.472
H6 2.826 2.695 0.085
H7 1.661 2.860 -1.267
H8 3.904 -1.692 -0.456
H9 2.076 -3.148 0.477
H10 2.780 -2.047 1.690
H11 0.112 -2.506 -0.520
H12 -1.538 -0.463 2.062
H13 -3.853 0.330 1.793
H14 -4.024 -1.452 -2.089
H15 -1.713 -2.253 -1.821

***

2.
Computed, not measured: a structure of composition C20H24N2PSbSe2Te2Zn, with ωB97M-V/def2-TZVPD.

## Properties
gap between HOMO and LUMO = 7.05 eV
LUMO energy = 0.230 eV
HOMO energy = -6.8254 eV
ΔE to the lowest compared entry with this formula, charge and spin = 0.000 eV

Cartesian coordinates (Å):
Zn1 0.038 -0.524 0.894
Se1 -0.595 -1.076 3.180
Te1 1.446 0.091 4.107
Te2 3.228 -0.977 2.410
Se2 2.259 0.050 0.311
N1 -2.859 -0.552 -0.267
P1 -1.659 -1.750 -0.452
C1 -2.477 -3.239 0.184
C2 -3.569 -3.781 -0.500
C3 -4.219 -4.897 -0.001
C4 -3.772 -5.488 1.175
C5 -2.679 -4.965 1.847
C6 -2.029 -3.841 1.355
C7 -1.626 -2.094 -2.237
C8 -2.356 -1.360 -3.163
C9 -2.274 -1.668 -4.515
C10 -1.455 -2.702 -4.945
C11 -0.715 -3.430 -4.022
C12 -0.798 -3.127 -2.673
C13 -2.578 0.765 0.066
C14 -3.578 1.739 0.041
C15 -3.239 3.035 0.362
C16 -1.922 3.346 0.693
C17 -1.002 2.324 0.700
N2 -1.325 1.060 0.399
H1 -3.832 -0.783 -0.393
H2 -3.895 -3.340 -1.436
H3 -5.065 -5.313 -0.532
H4 -4.275 -6.364 1.563
H5 -2.326 -5.430 2.758
H6 -1.180 -3.429 1.887
H7 -2.977 -0.537 -2.833
H8 -2.845 -1.094 -5.233
H9 -1.387 -2.937 -5.999
H10 -0.069 -4.232 -4.355
H11 -0.215 -3.695 -1.955
H12 -4.591 1.470 -0.229
H13 -3.998 3.806 0.351
H14 -1.623 4.352 0.944
H15 0.038 2.488 0.959
C18 -0.146 1.841 -4.718
Sb1 0.555 1.118 -2.813
C19 2.157 2.542 -2.667
C20 1.759 -0.449 -3.646
H16 0.694 1.996 -5.395
H17 -0.677 2.784 -4.585
H18 -0.830 1.114 -5.156
H19 2.754 2.525 -3.579
H20 2.787 2.293 -1.814
H21 1.750 3.543 -2.525
H22 2.437 -0.038 -4.394
H23 1.118 -1.199 -4.109
H24 2.333 -0.915 -2.846

***

3.
Computed, not measured: the molecule C5H8N2, with ωB97M-V/def2-TZVPD.

## Properties
gap between HOMO and LUMO = 8.50 eV
LUMO energy = 1.056 eV
SMILES string = Cn1ccc(N)c1
HOMO energy = -7.4444 eV
ΔE to the lowest compared entry with this formula, charge and spin = 0.467 eV

Cartesian coordinates (Å):
C1 2.314 0.272 0.043
N1 0.907 -0.047 -0.003
C2 0.369 -1.266 0.282
C3 -1.001 -1.153 0.287
C4 -1.311 0.205 -0.006
N2 -2.605 0.764 -0.078
C5 -0.114 0.866 -0.164
H1 2.894 -0.557 -0.372
H2 2.506 1.162 -0.561
H3 2.653 0.463 1.068
H4 1.006 -2.124 0.445
H5 -1.709 -1.953 0.467
H6 -3.309 0.044 -0.187
H7 -2.697 1.417 -0.847
H8 0.098 1.906 -0.372

***

4.
Computed, not measured: a structure of composition C22H57O25S7V at a distorted geometry, with ωB97M-V/def2-TZVPD.

## Properties
gap between HOMO and LUMO (spin up / spin down) = 9.65 / 10.27 eV
LUMO energy (spin up / spin down) = -2.502 / -1.928 eV
HOMO energy (spin up / spin down) = -12.1492 / -12.1993 eV
ΔE to the lowest compared entry with this formula, charge and spin = 2.995 eV
spin multiplicity = 2
<S²> = 0.79
charge = +1

Cartesian coordinates (Å):
O1 -0.685 0.073 0.195
V1 0.492 -0.929 0.464
O2 -1.963 -4.097 0.643
C1 -1.019 -3.167 0.670
O3 -0.539 -2.724 -0.383
O4 -0.696 -2.450 1.656
H1 -2.347 -4.040 1.521
O5 3.068 3.019 1.468
S1 3.211 1.803 0.751
O6 2.107 0.780 0.736
O7 3.513 2.051 -0.882
C2 4.414 3.061 -1.297
C3 5.553 2.467 -2.143
C4 4.767 0.950 1.252
H2 4.869 3.586 -0.458
H3 3.760 3.750 -1.832
H4 5.069 1.863 -2.911
H5 6.292 1.995 -1.495
H6 6.045 3.219 -2.760
H7 5.655 1.575 1.164
H8 4.925 0.068 0.631
H9 4.533 0.584 2.252
O8 -3.970 0.243 -2.898
S2 -4.044 -0.636 -1.732
O9 -3.328 -0.423 -0.498
O10 -5.629 -0.735 -1.310
C5 -6.564 -0.975 -2.354
C6 -7.248 0.372 -2.801
C7 -3.758 -2.370 -2.399
H10 -7.422 -1.562 -2.025
H11 -6.089 -1.303 -3.278
H12 -7.773 0.893 -2.001
H13 -8.006 0.153 -3.553
H14 -6.446 0.952 -3.257
H15 -2.750 -2.432 -2.808
H16 -4.481 -2.746 -3.123
H17 -3.855 -2.959 -1.487
O11 1.296 -0.748 -1.666
S3 1.436 -0.944 -3.146
O12 2.083 -2.155 -3.661
O13 -0.069 -0.856 -3.840
C8 -0.134 -1.052 -5.274
C9 -1.221 -0.152 -5.835
C10 2.205 0.592 -3.910
H18 -0.496 -2.045 -5.537
H19 0.844 -0.817 -5.694
H20 -0.935 0.899 -5.879
H21 -2.006 -0.249 -5.086
H22 -1.503 -0.489 -6.833
H23 2.986 0.995 -3.265
H24 1.348 1.257 -4.016
H25 2.551 0.252 -4.886
O14 2.182 -2.337 0.870
S4 2.890 -3.585 0.883
O15 2.284 -4.777 1.521
O16 3.272 -3.903 -0.669
C11 3.549 -5.221 -1.051
C12 2.835 -5.689 -2.291
C13 4.613 -3.250 1.582
H26 3.543 -5.999 -0.287
H27 4.617 -5.158 -1.259
H28 3.170 -4.935 -3.004
H29 1.785 -5.588 -2.017
H30 3.103 -6.670 -2.683
H31 5.289 -4.077 1.362
H32 4.377 -3.183 2.644
H33 4.935 -2.290 1.177
O17 0.441 2.555 -2.060
S5 0.013 3.914 -1.786
O18 0.542 5.010 -2.600
O19 -1.672 4.053 -1.806
C14 -2.403 2.922 -1.440
C15 -3.312 3.298 -0.279
C16 0.382 4.262 0.044
H34 -1.745 2.143 -1.055
H35 -2.860 2.436 -2.302
H36 -2.812 3.493 0.670
H37 -4.102 2.581 -0.054
H38 -3.848 4.236 -0.426
H39 1.411 4.599 0.168
H40 0.140 3.457 0.738
H41 -0.340 5.042 0.285
O20 -1.375 1.937 2.161
S6 -2.477 1.677 3.093
O21 -2.306 1.810 4.536
O22 -3.808 2.617 2.544
C17 -4.987 2.530 3.297
C18 -5.558 4.036 3.421
C19 -3.181 -0.016 2.632
H42 -4.743 2.091 4.265
H43 -5.635 1.795 2.821
H44 -6.645 4.063 3.500
H45 -5.210 4.688 2.620
H46 -5.183 4.475 4.346
H47 -3.999 0.129 1.926
H48 -3.609 -0.508 3.506
H49 -2.416 -0.580 2.099
O23 2.557 0.993 3.784
S7 1.628 -0.140 3.802
O24 0.716 -0.312 2.654
O25 2.602 -1.418 4.035
C20 3.545 -1.278 5.103
C21 4.927 -1.959 4.910
C22 0.672 -0.053 5.458
H50 3.132 -1.674 6.030
H51 3.803 -0.302 5.515
H52 5.448 -1.572 4.035
H53 4.647 -3.002 4.760
H54 5.572 -1.803 5.775
H55 -0.031 0.780 5.455
H56 1.454 0.230 6.163
H57 0.134 -0.971 5.693

***

5.
Computed, not measured: a structure of composition C13H13BrIrN2O7, with ωB97M-V/def2-TZVPD.

## Properties
gap between HOMO and LUMO (spin up / spin down) = 8.21 / 6.60 eV
LUMO energy (spin up / spin down) = -0.885 / -2.496 eV
HOMO energy (spin up / spin down) = -9.0961 / -9.0957 eV
ΔE to the lowest compared entry with this formula, charge and spin = 1.380 eV
spin multiplicity = 2
<S²> = 0.76

Cartesian coordinates (Å):
Ir1 -1.412 -0.322 0.552
N1 -3.356 -0.851 1.072
C1 -4.363 -0.298 0.142
C2 -3.848 1.066 -0.269
O1 -4.563 2.008 -0.519
N2 -2.481 1.081 -0.332
C3 -1.809 2.358 -0.100
C4 -1.513 2.379 1.399
O2 -1.403 3.348 2.091
O3 -1.381 1.127 1.893
H1 -3.372 -1.867 1.086
H2 -3.493 -0.511 2.022
H3 -5.348 -0.222 0.596
H4 -4.414 -0.946 -0.732
H5 -2.439 3.192 -0.396
H6 -0.867 2.383 -0.650
Br1 4.150 4.040 0.051
C5 4.097 2.147 -0.030
C6 5.274 1.443 -0.225
C7 5.229 0.057 -0.283
C8 4.022 -0.610 -0.152
C9 2.851 0.111 0.043
C10 2.884 1.499 0.110
C11 1.559 -0.644 0.171
O4 1.517 -1.854 0.057
O5 0.537 0.132 0.442
H7 6.211 1.972 -0.328
H8 6.145 -0.500 -0.433
H9 3.968 -1.689 -0.199
H10 1.975 2.057 0.277
C12 -0.396 -3.710 -1.368
C13 -0.896 -2.488 -0.696
O6 -0.974 -1.368 -1.267
O7 -1.308 -2.504 0.521
H11 -0.318 -3.547 -2.439
H12 -1.052 -4.550 -1.149
H13 0.591 -3.918 -0.955

***

6.
Computed, not measured: a cluster of 4 separate species, C3H13NO3 in total at a distorted geometry, with ωB97M-V/def2-TZVPD.

## Properties
gap between HOMO and LUMO = 8.71 eV
LUMO energy = 0.789 eV
SMILES string = C=CNC.O.O.O
HOMO energy = -7.9161 eV
ΔE to the lowest compared entry with this formula, charge and spin = 1.074 eV

Cartesian coordinates (Å):
C1 -0.311 0.929 -1.745
C2 -0.838 -0.305 -1.648
N1 -0.384 -1.384 -0.949
C3 -1.246 -2.166 -0.079
H1 0.718 1.175 -1.534
H2 -0.983 1.598 -2.256
H3 -1.783 -0.454 -2.166
H4 0.524 -1.172 -0.659
H5 -2.219 -1.688 -0.002
H6 -0.738 -2.291 0.871
H7 -1.382 -3.159 -0.516
O1 -0.844 1.833 1.040
H8 -0.536 1.547 0.170
H9 -1.801 1.834 1.009
O2 1.861 -0.808 0.664
H10 2.037 0.073 1.060
H11 2.744 -1.124 0.556
O3 1.917 1.498 2.089
H12 0.967 1.696 2.027
H13 2.295 2.367 2.070